# 1
Entry from the OMol25 dataset: 12 unconnected molecules or ions with the total composition C32H62Cl22F2N5O2S at a distorted geometry (wB97M-V/def2-TZVPD).

Last column: Mulliken charge in e.
Geometry (Å):
Cl  5.920  -0.780  -1.895  -0.194
Cl  5.911  1.227  -6.632  -0.158
Cl  3.570  -2.379  5.764  -0.119
Cl  3.793  -6.914  2.804  -0.156
Cl  8.145  7.327  -1.855  -0.134
Cl  -0.006  5.061  -1.827  -0.211
Cl  3.963  -2.936  -1.482  -0.199
Cl  -5.969  0.977  2.633  -0.069
Cl  5.385  4.454  -3.381  -0.163
Cl  -1.886  0.799  7.059  -0.133
Cl  -1.472  -2.042  7.588  -0.139
Cl  4.381  -3.561  -6.215  -0.164
Cl  2.222  -1.619  -5.883  -0.165
Cl  5.754  3.818  -7.978  -0.162
Cl  6.046  8.304  -0.073  -0.159
Cl  -4.397  -0.182  4.806  -0.165
Cl  3.418  6.614  -3.399  -0.193
Cl  -4.657  4.651  3.809  -0.140
Cl  1.667  -6.105  4.636  -0.164
Cl  -3.950  7.472  4.080  -0.144
Cl  2.000  2.932  -1.870  -0.086
Cl  5.694  -3.187  3.933  -0.138
S  -2.206  -4.578  -0.745  -0.307
F  -6.875  -2.116  -1.778  -0.463
F  -4.555  1.086  -1.378  -0.290
O  2.416  1.554  1.448  -0.303
O  3.682  -0.127  0.961  -0.497
N  -0.678  -1.565  -5.879  -0.616
N  -1.743  0.517  -0.598  0.396
N  -2.469  -1.426  -1.793  1.149
N  1.327  -1.414  -0.562  -0.303
N  -4.036  -0.105  -0.895  0.334
C  -5.506  1.115  4.336  -0.212
C  -4.774  -1.282  -1.359  -0.483
C  5.141  6.205  -3.325  0.295
C  -8.263  -0.453  -0.432  -1.408
C  -0.847  -2.527  -4.784  -0.652
C  0.118  2.503  1.275  -0.254
C  -6.905  -0.796  0.223  -0.233
C  -0.415  -1.677  1.055  -0.414
C  -1.317  1.930  1.452  -1.067
C  -2.431  -1.137  -3.248  -0.153
C  -0.326  0.211  -0.879  -0.258
C  5.173  2.835  -6.629  0.348
C  7.790  8.152  -0.334  -0.240
C  0.098  -5.325  0.585  -0.797
C  -2.084  1.739  0.133  -0.573
C  -2.219  -2.402  -4.111  -0.666
C  -3.578  -2.281  -1.451  -0.834
C  3.414  -6.147  4.350  0.301
C  2.916  -0.253  3.141  -0.589
C  3.027  0.383  1.767  0.496
C  0.239  -1.001  -0.146  0.966
C  -2.646  -0.252  -1.043  -0.435
C  -6.091  -1.754  -0.695  0.519
C  -2.513  -0.643  7.870  -0.231
C  -1.428  -5.189  0.800  -0.481
C  -3.373  -3.241  -0.264  -1.337
C  4.869  -1.607  -0.736  0.453
C  1.724  4.674  -1.746  0.175
C  1.109  1.595  2.049  0.067
C  5.316  -2.418  5.480  -0.392
C  -3.453  5.904  3.451  -0.239
C  3.978  -1.869  -5.923  -0.018
H  4.098  2.725  -6.713  0.247
H  5.694  -1.402  5.469  0.311
H  0.515  -5.937  1.389  0.331
H  5.789  -2.980  6.277  0.344
H  -0.242  -0.012  -1.946  0.161
H  0.602  -4.357  0.629  0.022
H  -5.966  -2.669  -0.114  0.245
H  8.218  7.581  0.482  0.268
H  2.854  0.463  3.966  0.395
H  2.120  5.028  -0.800  0.369
H  -3.389  -0.696  -3.567  0.077
H  2.240  5.169  -2.580  -0.214
H  0.320  -5.815  -0.366  0.375
H  -5.025  2.075  4.498  0.036
H  8.227  9.144  -0.363  0.278
H  -8.895  0.083  0.283  0.405
H  -2.511  5.625  3.908  0.245
H  1.973  -0.819  3.180  0.288
H  3.793  -5.130  4.341  -0.294
H  4.397  -1.264  -6.720  0.191
H  0.326  -1.502  -6.061  0.205
H  5.552  6.585  -2.398  -0.287
H  -8.826  -1.346  -0.707  0.334
H  -1.825  -6.155  1.113  0.564
H  -1.659  -0.406  -3.510  0.325
H  5.426  3.333  -5.701  -0.252
H  0.704  0.578  1.994  -0.315
H  0.161  3.479  1.775  0.735
H  -2.383  -3.321  -3.540  0.266
H  -0.061  -2.500  -4.011  0.379
H  -4.304  -3.737  0.014  0.777
H  -0.913  -2.573  0.666  -1.181
H  4.391  -1.569  -4.971  0.118
H  -1.892  2.663  2.022  0.548
H  5.485  -2.012  0.058  0.188
H  1.145  1.965  3.073  0.355
H  4.165  -0.891  -0.331  -0.142
H  -1.575  -4.465  1.610  0.325
H  -3.337  5.976  2.378  0.274
H  -6.439  0.143  0.510  -0.378
H  -1.169  -1.061  1.555  0.118
H  1.583  -2.226  -0.002  0.385
H  -3.039  -2.675  0.615  0.544
H  -6.400  1.045  4.945  0.407
H  0.330  1.064  -0.707  -0.661
H  -1.353  1.021  2.058  0.440
H  -2.565  -0.450  8.935  0.316
H  5.647  6.661  -4.168  0.359
H  -0.973  -0.641  -5.582  0.291
H  -8.074  0.181  -1.300  0.333
H  -2.972  -2.418  -4.908  0.449
H  0.409  2.675  0.236  -0.540
H  -0.818  -3.526  -5.236  0.374
H  -1.868  2.586  -0.533  0.137
H  -7.102  -1.314  1.168  0.547
H  3.886  -6.710  5.147  0.309
H  0.341  -2.052  1.747  0.890
H  -3.503  -0.858  7.482  0.195
H  -3.911  -2.974  -2.230  0.877
H  3.702  -0.986  3.293  -0.062
H  -3.147  1.817  0.355  0.591
H  -5.093  -0.965  -2.367  0.380

Computed properties:
HOMO-LUMO gap	7.84	eV
energy	-12402.46505	Ha
charge	+1
multiplicity	1
HOMO level	-11.2	eV

# 2
Entry from the OMol25 dataset: 6 unconnected molecules or ions with the total composition C41H72ClF13O13P at a distorted geometry (wB97M-V/def2-TZVPD).

Last column: Mulliken charge in e.
Geometry (Å):
Cl  -4.419  -1.391  -2.368  -0.289
P  -3.125  0.529  2.536  2.965
F  0.050  -2.721  0.952  -0.336
F  4.122  -0.191  -5.346  -0.228
F  4.097  1.637  -3.813  -0.242
F  1.093  -0.486  0.539  -0.332
F  1.475  0.618  -4.196  -0.301
F  2.573  -2.425  -1.100  -0.272
F  4.974  -0.431  -3.008  -0.217
F  3.129  -2.559  -3.914  -0.351
F  1.183  -3.880  -2.378  -0.279
F  -1.020  -2.902  -1.647  -0.315
F  0.875  -1.972  -4.472  -0.282
F  2.324  0.406  -1.976  -0.253
F  -0.491  -0.637  -2.175  -0.331
O  -7.498  -3.315  -0.422  -0.608
O  4.875  0.345  7.214  -0.612
O  1.727  -7.946  -5.113  -0.350
O  0.288  -8.592  -6.703  -0.584
O  4.826  5.816  -9.322  -0.589
O  5.315  4.920  -7.328  -0.374
O  -6.584  -4.835  0.947  -0.375
O  0.500  6.992  -2.184  -0.577
O  -2.346  5.819  0.807  -0.269
O  0.598  0.603  6.423  -0.338
O  -0.762  0.468  8.525  -0.585
O  2.613  7.665  -1.866  -0.367
O  4.601  -1.319  8.689  -0.390
C  -1.410  -0.683  0.426  -0.264
C  3.798  -2.319  9.343  -0.292
C  3.713  3.783  -8.802  -0.844
C  -8.099  -5.574  -0.840  -1.114
C  4.633  4.927  -8.495  0.712
C  3.927  0.139  -3.904  0.636
C  3.982  -3.673  8.687  -0.936
C  -4.827  -0.171  0.166  -0.481
C  1.989  -7.088  -7.400  -0.888
C  0.558  2.638  8.197  -0.878
C  -2.959  4.942  1.859  -0.271
C  -1.492  1.189  4.958  -0.079
C  -5.082  -1.605  -0.612  -0.227
C  -1.759  7.023  1.417  -0.557
C  -4.090  2.060  3.159  -1.142
C  -0.461  0.057  5.558  -0.338
C  5.021  4.053  -6.217  -0.198
C  4.013  7.402  -1.659  -0.447
C  3.017  -1.083  6.827  -0.741
C  -4.848  2.923  1.990  -0.404
C  -5.614  -7.063  0.807  -0.976
C  1.947  -1.742  -3.456  0.337
C  -7.398  -4.490  -0.076  0.862
C  4.775  7.465  -2.968  -0.615
C  2.874  -5.919  -4.408  -0.653
C  1.290  -7.952  -6.392  0.741
C  -3.865  3.840  1.051  -0.284
C  0.065  1.122  7.694  0.656
C  -4.696  -0.305  1.796  -1.326
C  1.439  -2.427  -2.052  0.596
C  0.031  -1.831  -1.464  0.624
C  -1.518  1.294  3.322  -0.419
C  -2.009  -0.949  1.929  -0.989
C  2.181  5.392  -2.692  -0.713
C  4.212  -0.615  7.603  0.746
C  -6.550  -6.137  1.558  -0.394
C  1.701  6.726  -2.203  0.655
C  5.727  2.721  -6.370  -0.730
C  2.991  -7.404  -4.686  -0.647
C  2.423  -0.179  -3.333  0.771
C  0.034  -1.476  0.136  1.027
H  3.784  -7.638  -5.402  0.377
H  -5.759  0.521  -0.112  0.321
H  -5.951  -7.228  -0.220  0.269
H  3.252  -7.923  -3.757  0.330
H  5.549  2.088  -5.495  0.068
H  -2.861  1.252  1.319  -1.249
H  -4.612  -6.626  0.745  0.291
H  -6.238  -1.811  -0.732  0.411
H  3.942  3.944  -6.076  0.278
H  -5.647  0.256  2.249  0.263
H  -5.569  3.687  2.558  0.366
H  -1.000  7.536  0.655  0.166
H  1.442  4.633  -2.408  0.348
H  -3.415  -0.153  3.776  -0.376
H  -5.545  -8.032  1.309  0.373
H  2.089  -5.728  -3.669  0.231
H  3.343  -1.756  6.033  0.346
H  0.785  2.621  9.361  0.311
H  -2.600  7.847  1.607  0.212
H  -1.098  -0.706  6.209  0.292
H  4.261  3.017  -9.351  0.232
H  4.433  6.699  -3.669  -0.016
H  0.071  -0.597  4.734  0.147
H  6.806  2.869  -6.484  0.336
H  -0.323  3.383  7.998  0.256
H  2.270  5.417  -3.779  0.147
H  3.123  5.075  -2.247  0.270
H  -2.547  0.978  5.450  0.258
H  -5.540  2.303  1.279  0.122
H  -2.713  -1.908  1.839  0.205
H  3.651  -3.664  7.645  0.265
H  2.531  -0.208  6.380  0.157
H  5.041  -3.954  8.680  0.289
H  -0.528  0.822  2.869  0.249
H  -7.482  -5.875  -1.688  0.260
H  -8.351  -6.445  -0.236  0.347
H  4.380  8.191  -0.993  0.297
H  -2.034  4.459  2.424  0.128
H  3.820  -5.523  -4.026  0.365
H  -6.170  -5.991  2.575  0.339
H  5.386  2.185  -7.260  0.237
H  1.912  -7.571  -8.381  0.300
H  2.604  -5.361  -5.308  0.237
H  -3.154  3.231  0.344  0.021
H  -4.494  -2.511  -0.160  0.221
H  2.258  -1.568  7.439  0.258
H  1.564  2.912  7.656  0.270
H  1.500  -6.114  -7.440  0.227
H  -3.610  5.541  2.625  0.242
H  -3.467  2.802  3.822  0.265
H  5.846  7.325  -2.798  0.358
H  3.053  -6.963  -7.207  0.316
H  -4.582  4.462  0.328  0.327
H  -4.826  -1.433  2.092  0.402
H  -2.227  -1.064  -0.338  -0.296
H  5.399  4.559  -5.322  0.234
H  -1.256  6.798  2.451  0.257
H  -1.192  -1.250  2.734  0.123
H  -1.104  2.243  5.356  0.165
H  4.151  -2.371  10.378  0.305
H  -7.557  -6.551  1.663  0.346
H  4.619  8.433  -3.455  0.298
H  3.244  3.347  -7.921  0.300
H  -1.459  2.451  3.046  -0.539
H  3.417  -4.441  9.223  0.347
H  2.893  4.157  -9.427  0.300
H  -9.051  -5.176  -1.210  0.324
H  2.748  -2.014  9.391  0.305
H  4.164  6.458  -1.129  0.371
H  -1.173  0.457  0.191  0.110
H  -3.901  0.332  -0.363  0.273
H  -4.949  1.638  3.872  0.379

Computed properties:
HOMO-LUMO gap	5.32	eV
energy	-4682.80453	Ha
charge	-1
relative energy (zero: lowest compared OMol25 entry of this formula, charge and spin)	1419.06	kJ/mol
multiplicity	1
HOMO level	-4.4	eV